DFT (ωB97M-V with the def2-TZVPD basis set) results for an isolated molecule of C23H44FNO6P2.

Last column: Mulliken charge in e.
Geometry (Å):
1 C 4.267 -2.287 0.528  -1.0977
2 C 5.532 -1.438 0.399  -0.1735
3 C 5.731 -0.829 -1.004  -0.7616
4 C 5.772 0.700 -1.007  -1.0435
5 C 4.499 1.346 -0.433  0.1215
6 C 4.768 2.312 0.719  -0.7672
7 C 3.510 2.880 1.373  -0.7373
8 C 2.532 3.571 0.425  -0.3215
9 C 1.186 3.887 1.098  -1.0938
10 C -0.020 3.492 0.238  0.2800
11 C -1.260 3.146 1.064  -1.3037
12 C -2.297 2.235 0.401  -1.6488
13 C -1.839 0.778 0.036  3.7615
14 P -1.138 0.774 -1.711  0.0130
15 C -0.164 -0.795 -1.761  -0.9902
16 C -2.645 0.437 -2.772  0.1115
17 C -2.636 -0.837 -3.617  -1.5302
18 C -0.752 0.409 1.052  -1.8341
19 O 0.440 0.529 0.943  -0.5276
20 N -1.422 -0.025 2.170  -0.0489
21 C -2.574 -0.834 1.800  -0.4552
22 C -2.234 -2.335 1.763  -0.2305
23 C -3.474 -3.225 1.802  -1.0889
24 O -4.258 -3.283 0.597  -0.4495
25 C -4.041 -4.261 -0.338  0.8892
26 C -2.631 -4.771 -0.496  -0.8850
27 O -4.959 -4.609 -1.017  -0.5592
28 C -2.949 -0.257 0.385  -1.1102
29 F -2.846 -1.306 -0.551  -0.2029
30 P -4.785 0.187 0.392  1.2239
31 O -5.282 0.194 1.766  -0.8223
32 O -5.432 -0.844 -0.621  -0.5751
33 O -5.051 1.556 -0.362  -0.5700
34 H 3.371 -1.663 0.525  0.1170
35 H 4.186 -2.982 -0.312  0.3416
36 H 4.274 -2.882 1.443  0.3693
37 H 6.393 -2.060 0.656  0.3969
38 H 5.494 -0.634 1.139  0.1391
39 H 4.924 -1.166 -1.663  0.3551
40 H 6.668 -1.198 -1.428  0.3863
41 H 6.644 1.028 -0.431  0.3857
42 H 5.933 1.038 -2.034  0.3834
43 H 3.831 0.559 -0.063  -0.1739
44 H 3.957 1.860 -1.228  0.4146
45 H 5.327 1.764 1.488  0.3011
46 H 5.436 3.113 0.383  0.3451
47 H 3.806 3.587 2.156  0.3463
48 H 2.982 2.063 1.877  0.2729
49 H 2.348 2.923 -0.434  0.1693
50 H 2.994 4.484 0.035  0.3330
51 H 1.134 4.944 1.372  0.4713
52 H 1.130 3.321 2.033  0.4314
53 H -0.274 4.306 -0.449  0.4837
54 H 0.276 2.642 -0.371  -0.2467
55 H -0.973 2.716 2.028  0.3796
56 H -1.782 4.077 1.310  0.5998
57 H -3.135 2.154 1.097  0.3776
58 H -2.690 2.722 -0.497  0.5093
59 H 0.885 -0.516 -1.670  0.2612
60 H -0.300 -1.319 -2.705  0.5220
61 H -0.394 -1.472 -0.940  0.1254
62 H -2.765 1.304 -3.423  0.5035
63 H -3.522 0.371 -2.130  -0.3044
64 H -3.580 -0.940 -4.152  0.4037
65 H -2.517 -1.720 -2.989  0.2344
66 H -1.826 -0.832 -4.348  0.4065
67 H -0.850 -0.335 2.944  0.4661
68 H -3.376 -0.699 2.522  0.7334
69 H -1.671 -2.559 2.675  0.5346
70 H -1.571 -2.561 0.930  -0.0560
71 H -4.168 -2.818 2.539  0.5228
72 H -3.224 -4.237 2.123  0.4624
73 H -1.941 -3.938 -0.615  0.1456
74 H -2.601 -5.402 -1.378  0.3311
75 H -2.316 -5.344 0.377  0.3584
76 H -5.262 -1.770 -0.362  0.4374
77 H -4.803 1.573 -1.294  0.4509

Computed properties:
lowest unoccupied orbital energy = 0.37 eV
electronic energy = -59638.3606 eV
SMILES = CCCCCCCCCCCC[C@@]1(P(C)CC)C(=O)N[C@H](CCOC(C)=O)[C@@]1(F)P(=O)(O)O
2S+1 = 1
charge = 0
E_HOMO = -8.60 eV
gap between HOMO and LUMO = 8.97 eV